(1)
Formula: C5H11N
Source: the OMol25 dataset
Level of theory: ωB97M-V/def2-TZVPD

Properties
SMILES string ... C=C(CC)NC
Lowest unoccupied orbital energy ... 1.11 eV
HOMO ... -8.91 eV
2S+1 ... 1
M ... 85.1 g mol⁻¹
E_tot ... -6852.2146 eV

Each line ends with the Mulliken charge.
Element x y z (Å)
C: -1.88768 -1.08789 1.02913  -1.382
C: -0.41151 -0.99025 0.65304  -0.079
C: -0.07970 -0.06596 -0.48209  0.284
C: -0.91310 0.81862 -1.02213  -0.962
C: 1.95804 1.12396 0.18192  -0.866
N: 1.34049 0.09538 -0.64633  -0.410
H: -1.95743 -1.69343 1.93396  0.386
H: -2.48378 -1.52929 0.23297  0.318
H: -2.28478 -0.09881 1.23335  0.352
H: 0.10300 -0.45620 1.46496  0.138
H: 0.11561 -1.94209 0.71243  0.371
H: -0.47385 1.73016 -1.40672  0.256
H: -1.98239 0.72159 -0.89996  0.333
H: 3.04171 1.11318 0.07099  0.372
H: 1.44800 2.08501 0.11441  0.310
H: 1.91279 0.85007 1.24495  0.259
H: 1.49711 0.36818 -1.61075  0.321

Forces on atoms 1 to 3 (eV/Å):
C 0.5 -0.2 0.0
C -0.1 0.5 0.6
C 0.6 0.3 0.9

(2)
Formula: C35H68Cl3NO8PS
Source: the OMol25 dataset
Level of theory: ωB97M-V/def2-TZVPD

Properties
Lowest unoccupied orbital energy ... -4.36 eV
HOMO ... -10.09 eV
2S+1 ... 1
M ... 800.3 g mol⁻¹
Net charge ... +1
E_tot ... -112949.3391 eV

Each line ends with the Mulliken charge.
Element x y z (Å)
C: -6.60739 4.07011 8.51958  -1.322
C: -7.45820 4.09900 7.25486  0.396
C: -7.15970 5.29488 6.34403  -1.065
C: -5.73079 5.35701 5.77774  -0.260
C: -5.67071 5.14477 4.25836  -1.142
C: -6.15771 3.75291 3.80981  -0.342
C: -5.03750 2.88658 3.22188  -1.088
C: -3.87887 2.66043 4.20435  -1.687
N: -3.38969 1.24628 4.22910  0.194
C: -4.09803 0.34948 4.97047  -0.752
C: -5.40509 0.76839 5.59019  2.265
Cl: -6.70448 -0.13675 4.76525  -0.107
C: -5.39524 0.70089 7.13008  0.357
C: -6.62936 0.10358 7.78880  -1.776
C: -3.62271 -0.93834 5.12540  0.724
P: -4.47906 -2.19134 6.19334  0.173
C: -3.98048 -3.71258 5.30396  -1.262
C: -3.37154 -2.23052 7.66821  -0.691
C: -2.04758 -1.46021 7.59721  -0.907
C: -2.46515 -1.27117 4.47208  -0.065
C: -1.75048 -0.38427 3.67647  -0.836
C: -0.47818 -0.88176 3.01441  -1.073
Cl: 0.41577 -1.93392 4.16212  -0.115
C: -0.72170 -1.65794 1.69536  0.182
C: -2.02697 -1.37968 0.97474  -1.409
Cl: 0.64930 -1.35663 0.60550  -0.102
C: -2.25219 0.87456 3.54740  1.054
S: -1.35674 2.05254 2.47598  1.453
C: -0.30646 2.89235 3.62951  -1.156
O: -0.54069 1.25144 1.61562  -0.592
O: -2.28884 2.96046 1.88091  -0.664
H: -6.85994 3.19819 9.12375  0.356
H: -6.77714 4.95429 9.13411  0.405
H: -5.53894 4.02977 8.30575  0.292
H: -8.50594 4.15893 7.54855  0.413
H: -7.31082 3.16228 6.70637  -0.306
H: -7.33386 6.18824 6.94896  0.419
H: -7.88963 5.34205 5.53447  0.429
H: -5.28611 6.32706 5.99767  0.362
H: -5.10450 4.60964 6.27373  0.143
H: -6.28165 5.91578 3.78988  0.413
H: -4.64606 5.32345 3.92117  0.432
H: -6.63210 3.23875 4.64437  0.162
H: -6.89122 3.87045 3.01393  0.431
H: -5.43111 1.93098 2.86981  0.502
H: -4.64482 3.38676 2.34027  0.622
H: -4.17563 2.91485 5.21614  0.396
H: -3.04521 3.31182 3.99460  0.891
H: -5.64659 1.77801 5.32047  -2.307
H: -4.52317 0.13135 7.46031  0.045
H: -5.26700 1.71884 7.49846  0.157
H: -6.51803 0.17499 8.86950  0.452
H: -7.53855 0.63493 7.51074  0.367
H: -6.75708 -0.94410 7.52484  0.451
H: -4.26162 -3.59083 4.25759  0.362
H: -2.90885 -3.91249 5.34521  0.339
H: -4.52867 -4.55005 5.72368  0.465
H: -3.95464 -1.88557 8.52079  0.348
H: -3.13989 -3.27980 7.85781  0.562
H: -1.58778 -1.42708 8.58408  0.422
H: -1.33888 -1.96367 6.93944  0.294
H: -2.17918 -0.43099 7.26597  0.165
H: -2.07858 -2.27220 4.57740  0.621
H: 0.21341 -0.07164 2.83235  0.655
H: -0.66603 -2.71744 1.93245  0.501
H: -2.88723 -1.49242 1.63358  0.320
H: -2.02820 -0.39972 0.50132  0.277
H: -2.13802 -2.11529 0.17936  0.486
H: -0.41642 3.96427 3.49984  0.449
H: -0.52686 2.57731 4.64744  0.352
H: 0.70796 2.57985 3.39011  0.456
C: 6.32985 -0.46899 -6.51145  -0.682
O: 5.03369 -0.58878 -5.96594  -0.298
C: 4.30128 -1.63959 -6.56774  -0.451
C: 3.12309 -2.03238 -5.70754  -0.490
O: 3.46458 -2.87054 -4.61377  -0.451
C: 4.05683 -2.24501 -3.48897  -0.507
C: 3.06928 -1.52976 -2.59617  -0.389
O: 2.72870 -0.26115 -3.12559  -0.334
C: 1.56528 0.25863 -2.53193  -0.556
H: 6.29294 -0.27210 -7.58889  0.183
H: 6.82035 0.36583 -6.01520  0.338
H: 6.91624 -1.37851 -6.34083  0.314
H: 4.94591 -2.51496 -6.71601  0.265
H: 3.93215 -1.30863 -7.54920  0.424
H: 2.44959 -2.63230 -6.32270  0.392
H: 2.58156 -1.14452 -5.37341  0.224
H: 4.86256 -1.56995 -3.78528  0.232
H: 4.49111 -3.06120 -2.90787  0.385
H: 3.52010 -1.39447 -1.60128  0.384
H: 2.16842 -2.14859 -2.49026  0.294
H: 0.70156 -0.39199 -2.71834  0.299
H: 1.37252 1.23390 -2.97479  0.303
H: 1.69140 0.38158 -1.44951  0.133
C: 6.26385 -0.47983 -12.46037  -0.737
O: 7.47908 -1.03613 -12.01740  -0.269
C: 8.05241 -0.29754 -10.95513  -0.423
C: 9.08995 -1.11850 -10.22494  -0.449
O: 8.54476 -2.04967 -9.30263  -0.413
C: 7.98115 -3.23415 -9.84507  -0.351
C: 9.00269 -4.25499 -10.28962  -0.660
O: 9.52927 -3.91836 -11.55897  -0.249
C: 10.71693 -4.61928 -11.84639  -0.775
H: 6.39961 0.54769 -12.81811  0.320
H: 5.90298 -1.09393 -13.28263  0.238
H: 5.51342 -0.47999 -11.66032  0.282
H: 7.27353 0.01118 -10.24556  0.201
H: 8.53232 0.60481 -11.35989  0.415
H: 9.68170 -0.43236 -9.61544  0.394
H: 9.76055 -1.60842 -10.93380  0.237
H: 7.28758 -3.00823 -10.65781  0.239
H: 7.41158 -3.67552 -9.02410  0.355
H: 8.51915 -5.24073 -10.34823  0.433
H: 9.80805 -4.30574 -9.54590  0.347
H: 11.50325 -4.38067 -11.12049  0.324
H: 11.04614 -4.31306 -12.83690  0.234
H: 10.55207 -5.70320 -11.84662  0.313

Forces on atoms 1 to 3 (eV/Å):
C -0.1 -0.1 0.0
C 0.2 0.2 -0.1
C 0.1 0.1 0.4